DFT (ωB97M-V/def2-TZVPD) results for a cluster of 2 separate species, C6H14S in total in a non-equilibrium geometry.

For the LUMO energy, the calculation gives 0.86 eV. The value obtained for the HOMO energy is -7.33 eV. The value obtained for the molar mass is 118.2 u. The HOMO-LUMO gap comes out at 8.2 eV. Its relative energy (zero: lowest compared OMol25 entry of this formula, charge and spin) is 334.0 kJ/mol.

Structure (ORCA input):
```
! wB97M-V def2-TZVPD RIJCOSX def2/J DEFGRID3
* xyz 0 1
C -2.07493 0.41166 2.06612
C -0.92751 -1.66118 1.06335
C 0.04886 -0.56196 -2.60312
C 0.70798 0.94153 1.77325
C 1.02647 0.59188 -2.41421
C 2.07536 0.60859 -1.60055
S -0.75859 -0.00716 0.92650
H -2.09025 1.43164 2.23788
H -2.06413 -0.29288 2.90262
H -0.81801 -2.00952 2.11441
H -0.48160 -2.18643 0.23571
H 0.56222 -1.47659 -2.86218
H -0.56908 -0.93244 -1.73883
H -0.60568 -0.54755 -3.48692
H 0.29535 1.38738 2.63218
H 1.53651 0.27190 1.88337
H 1.06126 1.59866 0.98779
H 1.10053 1.19256 -3.29129
H -2.93108 -0.05320 1.50002
H 2.75941 1.46470 -1.55124
H 2.14691 -0.17158 -0.77487
*
```



DFT (ωB97M-V/def2-TZVPD) results for an isolated molecule of C3H8O3.

The SMILES is OCC(O)CO. For the LUMO energy, the calculation gives 0.65 eV. The value obtained for the HOMO energy is -10.18 eV. The value obtained for the molar mass is 92.1 u. The HOMO-LUMO gap comes out at 10.8 eV. Its relative energy (zero: lowest compared OMol25 entry of this formula, charge and spin) is 114.3 kJ/mol.

Structure (ORCA input):
```
! wB97M-V def2-TZVPD RIJCOSX def2/J DEFGRID3
* xyz 0 1
O -0.52635 -0.53035 -2.13160
C -0.10145 0.40570 -1.15158
C 0.52374 -0.32625 0.03300
O -0.30758 -1.40648 0.41781
C 0.62607 0.57082 1.25787
O -0.65505 0.82051 1.78612
H -1.46327 -0.68512 -1.96790
H 0.63404 1.07484 -1.60549
H -0.93647 1.01729 -0.79267
H 1.51952 -0.69316 -0.25573
H -0.58149 -1.82933 -0.41013
H 1.28316 0.09570 2.00068
H 1.06060 1.53803 0.98526
H -1.07549 -0.05221 1.83436
*
```



DFT (ωB97M-V/def2-TZVPD) results for a structure of composition C47H45AsCl2CrN2O9P in a non-equilibrium geometry.

For the LUMO energy (alpha / beta), the calculation gives 1.37 / 1.37 eV. The value obtained for the HOMO energy (alpha / beta) is -5.60 / -6.32 eV. The value obtained for the molar mass is 1010.7 u. The HOMO-LUMO gap (alpha / beta) comes out at 7.0 / 7.7 eV. Its expectation value of S² is 6.01. Its relative energy (zero: lowest compared OMol25 entry of this formula, charge and spin) is 138.4 kJ/mol.

Structure (ORCA input):
```
! wB97M-V def2-TZVPD RIJCOSX def2/J DEFGRID3
* xyz -1 5
Cr 0.58393 -2.91377 1.53203
O 6.44772 -2.18714 2.91885
C 5.10165 -2.37238 2.68980
C 4.09775 -1.75576 3.47460
C 2.77717 -1.96791 3.15358
N 2.46216 -2.76041 2.10853
C 3.39088 -3.40972 1.40237
C 4.74896 -3.18393 1.63240
C 2.80285 -4.27515 0.33203
O 3.56013 -4.96966 -0.34176
O 1.53888 -4.25122 0.31680
C 1.50711 -1.37190 3.78945
O 1.73369 -0.79501 4.83400
O 0.43559 -1.60781 3.07949
H 6.52692 -1.80621 3.79586
H 4.32873 -0.97448 4.20691
H 5.41960 -3.69890 0.96489
Cl -4.65409 3.22684 -1.80668
C -3.99731 2.77729 -0.29219
Cl -4.22038 0.98358 0.03929
H -4.57888 3.28107 0.56003
H -2.96407 2.97144 -0.30771
C 1.22052 2.08440 -3.32969
C 0.27190 1.14468 -4.09556
C -1.08722 1.84006 -4.26055
C 0.78743 0.88915 -5.51876
P 0.03633 -0.35250 -2.91133
C 1.77776 -0.74617 -2.39336
C 1.99665 -0.64946 -1.01094
C 3.27595 -0.74571 -0.50781
C 4.37288 -0.90459 -1.32412
C 4.21961 -0.72076 -2.69527
C 2.92121 -0.73247 -3.23332
C -0.39323 -1.85249 -3.91325
C -0.75692 -2.89831 -2.87141
C 0.74203 -2.48417 -4.74294
C -1.62100 -1.50008 -4.83753
H 0.96956 3.11136 -3.56413
H 2.23210 1.97082 -3.61394
H 1.11091 1.89747 -2.28333
H -0.99018 2.73800 -4.87082
H -1.52237 2.15009 -3.26725
H -1.90275 1.32431 -4.80950
H 0.86945 1.86791 -6.05275
H 0.16911 0.22738 -6.21366
H 1.77560 0.41133 -5.51141
H 1.14667 -0.44941 -0.40905
H 3.42502 -0.77803 0.62447
H 5.32319 -1.08300 -0.82763
H 5.07404 -0.66290 -3.35929
H 2.85071 -0.68208 -4.29608
H 0.12357 -3.15292 -2.28260
H -1.05771 -3.81141 -3.41785
H -1.54365 -2.59382 -2.17232
H 1.46199 -2.90096 -4.05584
H 1.11872 -1.71918 -5.48006
H 0.27352 -3.32517 -5.22766
H -2.42527 -0.98787 -4.22962
H -2.04059 -2.39681 -5.33712
H -1.39591 -0.86610 -5.66471
C 3.97381 2.35930 4.27811
C 4.21616 1.86263 3.01266
C 3.14536 1.60077 2.18121
C 1.85262 1.81989 2.62214
C 1.64961 2.40999 3.91781
C 2.70190 2.67450 4.72959
As 0.33720 1.64636 1.40604
C -1.16207 2.09680 2.59381
C -1.77150 1.17139 3.41803
C -2.91857 1.56149 4.12503
C -3.44099 2.82842 3.89178
C -2.83757 3.74065 3.03979
C -1.72384 3.36688 2.34652
C -0.96575 4.15123 1.37372
C -1.26460 5.49124 1.03803
C -0.42436 6.13148 0.13607
C 0.69230 5.47758 -0.38098
C 0.89111 4.14128 -0.13134
C 0.09353 3.49094 0.77262
H 4.80740 2.41393 4.91155
H 5.26256 1.65610 2.77590
H 3.36102 1.20025 1.21609
H 0.62449 2.63192 4.22832
H 2.54050 2.95176 5.74327
H -1.36629 0.15091 3.55286
H -3.41589 0.87955 4.85419
H -4.26484 3.18585 4.52930
H -3.31044 4.71340 2.87165
H -2.04096 6.09866 1.53457
H -0.48209 7.16167 -0.07268
H 1.44132 5.99856 -0.91808
H 1.80606 3.63366 -0.48531
O -1.57766 -4.08697 2.50283
C -2.01980 -3.46627 1.55143
O -1.27819 -2.74332 0.78036
C -3.51043 -3.35923 1.24228
C -4.41189 -4.05265 2.08748
C -5.78660 -3.99789 1.84701
C -6.24177 -3.24847 0.75021
C -5.36031 -2.47315 0.02873
C -4.01786 -2.55411 0.22684
N -7.66920 -3.14465 0.53729
O -8.39952 -3.86554 1.25181
O -8.04283 -2.39440 -0.34442
H -4.06190 -4.66537 2.90052
H -6.42154 -4.45770 2.53494
H -5.76182 -1.81156 -0.74924
H -3.30454 -1.97720 -0.37497
*
```



DFT (ωB97M-V/def2-TZVPD) results for an isolated molecule of C4H10N4 in a non-equilibrium geometry.

For the LUMO energy (alpha / beta), the calculation gives 0.80 / 0.80 eV. The value obtained for the HOMO energy (alpha / beta) is -7.44 / -7.44 eV. The value obtained for the molar mass is 114.2 u. The HOMO-LUMO gap (alpha / beta) comes out at 8.2 / 8.2 eV. Its relative energy (zero: lowest compared OMol25 entry of this formula, charge and spin) is 561.2 kJ/mol.

Structure (ORCA input):
```
! wB97M-V def2-TZVPD RIJCOSX def2/J DEFGRID3
* xyz 0 1
C -0.50172 -0.10029 0.91064
C 0.29864 -0.91450 1.83145
C -1.60685 -0.80221 0.10478
C 1.40017 0.15328 -1.77308
N -0.55732 1.17888 1.26359
N -0.46546 2.17401 0.42106
N 0.00049 1.81972 -0.78079
N 0.19839 0.51896 -1.00215
H 0.29873 -0.64178 2.86736
H 1.28163 -0.99380 1.55566
H -0.03139 -2.00930 1.91481
H -1.92748 -0.43106 -0.84541
H -2.46115 -0.68114 0.87163
H -1.23407 -1.74632 0.04864
H 1.57151 -0.96210 -1.59666
H 1.35434 0.17163 -2.91271
H 2.26328 0.81872 -1.34421
H 0.11827 2.44731 -1.53462
*
```